1.
ORCA calculation (ωB97M-V/def2-TZVPD) on 2 unconnected molecules or ions with the total composition C9H14 in a non-equilibrium geometry.

Atoms and positions in Å:
C (2.183, 1.215, 0.957)
C (0.746, 0.599, 1.286)
C (0.554, -0.180, 2.385)
C (-0.874, -0.601, 2.600)
C (-1.945, -0.210, 1.832)
C (-1.583, 0.539, 0.708)
C (-0.300, 0.710, 0.276)
H (1.813, 1.794, 0.058)
H (2.862, 0.418, 1.043)
H (2.584, 2.053, 1.627)
H (1.371, -0.613, 2.916)
H (-0.990, -1.120, 3.388)
H (-3.056, -0.371, 2.175)
H (-2.416, 0.945, 0.187)
H (-0.221, 1.187, -0.690)
C (0.317, -1.272, -2.090)
C (-0.450, -0.390, -3.100)
H (0.905, -2.057, -2.491)
H (0.875, -0.582, -1.458)
H (-0.489, -1.524, -1.301)
H (-1.267, -1.006, -3.689)
H (0.308, -0.060, -3.853)
H (-0.928, 0.525, -2.765)

The relative energy (zero: lowest compared OMol25 entry of this formula, charge and spin) comes out at 65.7 kcal/mol. The structure (SMILES) is Cc1ccccc1.CC. As for the total energy: -9557.3310 eV.

---

2.
ORCA calculation (ωB97M-V/def2-TZVPD) on 2 unconnected molecules or ions with the total composition C9H14 in a non-equilibrium geometry.

Atoms and positions in Å:
C (-0.256, -0.610, -2.753)
C (-0.948, -0.382, -1.454)
C (-1.618, 0.815, -1.230)
C (-2.106, 1.152, 0.023)
C (-1.718, 0.382, 1.112)
C (-1.193, -0.891, 0.911)
C (-0.776, -1.240, -0.359)
H (-0.724, -1.355, -3.411)
H (0.769, -0.943, -2.683)
H (-0.241, 0.279, -3.384)
H (-1.895, 1.392, -2.111)
H (-2.499, 2.135, 0.253)
H (-1.904, 0.724, 2.123)
H (-0.930, -1.496, 1.764)
H (-0.472, -2.256, -0.593)
C (2.108, -0.193, 2.020)
C (2.158, 0.839, 0.890)
H (2.437, 0.073, 3.020)
H (1.055, -0.383, 2.284)
H (2.411, -1.223, 1.819)
H (1.139, 1.004, 0.554)
H (2.600, 0.401, -0.009)
H (2.602, 1.777, 1.210)

The relative energy (zero: lowest compared OMol25 entry of this formula, charge and spin) comes out at 18.1 kcal/mol. The structure (SMILES) is Cc1ccccc1.CC. As for the total energy: -9559.3968 eV.